No. 1
2 unconnected molecules or ions with the total composition C16H26BrClN5O in a non-equilibrium geometry, computed with ωB97M-V/def2-TZVPD.

The geometry in XYZ format:
```
50
Properties=species:S:1:pos:R:3:forces:R:3
C 3.4491 -4.0638 2.0656 -0.306 -0.411 -0.123
C 3.8769 -3.9588 0.5698 -0.059 -0.123 0.700
C 3.6672 -2.5752 -0.0927 -0.149 -1.175 -0.913
Cl 3.9455 -2.7929 -1.8673 0.037 0.297 0.467
C 2.2405 -2.1125 0.0878 0.883 0.175 -0.216
N 1.1445 -2.4311 -0.5887 0.395 0.325 0.915
C 0.1809 -1.7403 0.0630 -0.795 -1.065 -1.602
N -1.0781 -1.8483 -0.3229 -1.118 0.176 0.226
C -2.2174 -1.1952 0.3110 0.269 0.222 0.183
C -2.1390 0.3499 0.3943 -1.185 0.052 0.497
C -3.5881 0.8693 0.6224 0.304 -0.821 -0.030
Br -1.3340 1.1723 -1.1799 0.205 -0.303 0.529
N 0.6543 -1.0052 1.0646 0.117 -0.202 -0.149
N 1.9975 -1.2569 1.0628 0.357 0.734 1.625
C 2.8643 -0.5815 2.0496 0.161 0.381 -0.692
C 3.3120 0.7827 1.4561 -0.135 -0.196 0.807
C 3.8030 1.7641 2.5514 -0.227 -0.121 -1.264
O 2.7200 2.1549 3.3879 0.217 -0.520 0.082
H 4.2836 -4.1845 2.7658 -0.075 0.175 -0.310
H 2.8256 -3.2373 2.4284 0.146 -0.164 -0.151
H 2.8302 -4.9679 2.1603 0.200 0.287 0.152
H 4.9283 -4.2659 0.4973 -0.261 0.319 -0.272
H 3.2958 -4.6934 -0.0011 0.136 0.320 -0.010
H 4.3936 -1.8304 0.2441 -0.325 -0.098 -0.004
H -1.2650 -2.4765 -1.0926 0.305 0.127 0.085
H -3.1357 -1.4934 -0.2093 0.423 0.100 -0.138
H -2.3387 -1.5680 1.3453 0.070 0.134 -0.264
H -1.5780 0.6602 1.2868 0.226 -0.020 -0.468
H -4.1178 0.9644 -0.3339 0.181 0.250 0.273
H -4.1118 0.0728 1.1805 0.061 0.424 0.012
H -3.6151 1.7819 1.2228 -0.029 -0.054 -0.397
H 0.1966 -0.3766 1.7066 0.138 -0.057 -0.049
H 2.2955 -0.4817 2.9853 0.187 -0.033 -0.258
H 3.7102 -1.2531 2.2257 -0.198 0.270 0.145
H 2.4345 1.2421 0.9671 0.347 -0.085 -0.043
H 4.0801 0.5916 0.6938 -0.194 0.227 0.164
H 4.1851 2.6518 2.0221 0.091 -0.244 0.318
H 4.6194 1.2990 3.1193 -0.314 0.267 0.192
H 1.9018 1.9024 2.9432 0.099 0.338 0.143
N -4.1991 4.7609 -2.7204 -0.043 -0.185 -0.111
C -5.2387 4.7054 -3.5535 0.069 0.152 0.133
C -5.5307 3.6085 -4.3507 0.028 -0.036 0.015
C -4.6941 2.5076 -4.2823 -0.027 -0.074 -0.055
C -3.6063 2.5448 -3.4237 -0.082 0.039 -0.058
C -3.4065 3.6904 -2.6678 -0.048 0.158 0.048
H -5.8634 5.5914 -3.5756 -0.037 -0.037 -0.046
H -6.3902 3.6186 -5.0070 0.007 0.028 0.012
H -4.8867 1.6315 -4.8895 0.007 0.022 -0.004
H -2.9297 1.7050 -3.3424 -0.073 0.067 -0.068
H -2.5718 3.7665 -1.9795 0.017 -0.041 -0.030
```
Positions in Å, forces in eV/Å.

Properties
E_HOMO = -0.42165 Eh
Multiplicity = 1
Charge = +1
Orbital gap = 8.5 eV

Atom charges from the Mulliken analysis, given in e for atoms 1 to 8: -0.963, -0.683, 0.343, -0.157, -0.049, -0.650, 0.360, -0.027


No. 2
A molecular structure, C16H26ClCrF6N2O4 in a non-equilibrium geometry, computed with ωB97M-V/def2-TZVPD.

The geometry in XYZ format:
```
56
Properties=species:S:1:pos:R:3:forces:R:3
Cr -8.3648 -16.0036 6.0963 -1.170 -0.056 -0.374
C -8.7261 -13.0932 5.1541 -0.323 -0.997 0.981
O -8.8455 -12.4141 6.4001 0.088 1.097 0.286
O -9.1298 -14.4232 5.3723 0.715 2.563 -0.813
C -9.6802 -12.3890 4.1028 2.100 -1.113 0.096
F -9.2082 -11.1208 3.8680 -0.894 -0.323 0.261
F -9.6393 -12.9893 2.9066 0.207 -0.315 -0.334
F -10.9220 -12.4178 4.4911 -0.890 0.827 0.426
C -8.3088 -11.0513 6.4477 -0.821 -0.680 -1.417
C -7.7946 -10.7638 7.8156 0.261 0.666 0.552
H -8.6524 -10.7971 8.5364 0.945 0.053 -0.449
H -7.0432 -11.5223 8.0615 -0.144 0.200 0.329
H -7.2976 -9.7451 7.8269 -0.659 -1.110 0.133
H -9.0859 -10.3240 6.1705 -0.053 -0.288 0.158
H -7.5833 -10.9625 5.6217 0.298 0.035 0.573
H -7.6536 -12.8739 4.8526 -0.823 -0.789 -0.391
C -6.0240 -16.6717 6.7862 -1.407 -1.003 0.506
O -6.4590 -15.3435 6.4757 0.955 0.682 0.595
O -7.1525 -17.4143 6.5799 0.604 -0.143 0.202
C -4.9025 -17.0824 5.8651 0.055 0.933 -0.424
F -4.4211 -18.2779 6.1462 -0.322 -0.755 -0.302
F -5.3639 -17.0020 4.5982 0.862 -0.400 0.152
F -3.8353 -16.2505 6.0009 -0.192 0.237 -0.344
C -5.7119 -14.2373 7.1308 -0.124 0.121 -2.934
C -5.4729 -14.4844 8.5858 -1.318 1.153 -0.837
H -5.2493 -13.5133 9.0379 0.310 -0.380 0.195
H -6.4863 -14.7674 8.8862 0.361 -0.241 0.749
H -4.7429 -15.2472 8.7314 0.527 -0.253 0.548
H -6.2895 -13.3492 6.8652 -0.488 -0.161 0.732
H -4.8981 -14.1317 6.4007 0.674 -0.049 1.014
H -5.6540 -16.7693 7.8120 0.015 0.238 0.056
Cl -10.2931 -17.2452 6.1998 0.166 0.126 0.064
C -8.1772 -17.3401 11.4799 0.581 -0.153 -0.201
C -9.3797 -17.9289 10.8052 -0.698 -0.459 -1.889
C -10.1603 -16.9030 9.9375 0.633 -0.022 1.150
C -9.3508 -16.0486 9.1005 0.891 0.180 -1.760
N -8.7556 -15.5198 8.2617 -0.503 -0.556 0.775
H -7.9669 -17.8122 12.4345 -0.078 0.178 0.205
H -8.2814 -16.2590 11.5698 0.064 0.013 0.391
H -7.3047 -17.5274 10.8586 0.188 0.170 -0.063
H -10.1335 -18.3049 11.4862 0.044 -0.214 0.268
H -9.1392 -18.7420 10.0772 0.140 0.335 0.918
H -10.6859 -16.2729 10.6293 -0.640 0.460 0.163
H -10.8338 -17.4298 9.2887 -0.517 -0.017 -0.463
C -6.5800 -18.5575 -0.0410 0.719 -0.412 -0.185
C -6.5505 -17.6515 1.1729 0.618 -0.825 0.436
C -7.9750 -17.4553 1.6021 -0.703 0.777 -0.139
C -8.1507 -16.9613 2.9640 -0.264 -0.243 0.374
N -8.2976 -16.6440 4.0533 0.621 0.194 0.001
H -5.5964 -18.6187 -0.5586 -0.816 0.202 0.185
H -7.3694 -18.1702 -0.6666 0.054 0.090 -0.849
H -6.8834 -19.5812 0.1963 0.109 0.082 0.227
H -6.1202 -16.6917 0.8885 0.250 -0.048 0.373
H -6.0294 -18.1248 2.0145 0.396 0.343 -0.332
H -8.5551 -18.3523 1.4291 -0.164 -0.368 0.470
H -8.4008 -16.7363 0.9163 -0.439 0.417 -0.044
```
Positions in Å, forces in eV/Å.

Properties
E_HOMO (spin up / spin down) = -0.32206 / -0.33922 Eh
Multiplicity = 4
Orbital gap (spin up / spin down) = 8.9 / 9.9 eV
Energy relative to the best compared isomer or geometry (same formula, charge and spin) = 0.0 kcal/mol

Atom charges from the Mulliken analysis, given in e for atoms 1 to 8: 0.334, 0.059, -0.273, -0.719, 0.708, -0.284, -0.270, -0.229


No. 3
2 unconnected molecules or ions with the total composition C16H26F9N2O6P in a non-equilibrium geometry, computed with ωB97M-V/def2-TZVPD.

The geometry in XYZ format:
```
60
Properties=species:S:1:pos:R:3:forces:R:3
N 2.6570 -3.9437 0.4237 0.400 0.700 0.160
C 2.3990 -2.5562 -0.0584 -1.307 1.706 0.146
C 0.8403 -2.2855 -0.4535 0.777 -0.044 -0.229
C 0.0913 -3.5732 -1.0578 -0.685 0.919 -0.892
O -1.0412 -3.9934 -0.2287 -0.500 1.185 -0.945
C -2.0620 -2.9476 -0.2164 0.625 0.395 1.317
C -3.5484 -3.5345 -0.0594 1.321 -1.877 0.388
F -3.7887 -3.7554 1.3450 0.003 0.692 -3.113
F -3.6254 -4.8433 -0.6634 -0.162 3.125 1.147
C -4.6616 -2.5814 -0.7371 0.521 -1.826 0.392
F -5.8999 -3.3128 -0.6505 2.596 2.159 -0.630
F -4.2473 -2.3866 -2.1008 -1.553 -0.299 3.139
C -4.8460 -1.1637 -0.0164 -0.579 2.218 0.543
F -3.6973 -0.3046 -0.1597 -2.361 -2.631 0.361
F -5.1380 -1.2351 1.3672 0.948 -0.475 -3.066
C -6.1073 -0.4142 -0.7381 0.555 1.794 -0.289
F -6.9709 0.1405 0.2455 1.802 -1.350 -2.292
F -5.5403 0.6749 -1.4918 -1.388 -2.099 1.568
C 3.2788 -2.1193 -1.3358 0.761 -2.002 -0.284
O 4.1568 -0.9905 -1.1116 -1.846 0.379 -0.305
C 3.4319 0.2118 -0.7837 -0.307 0.584 0.154
C 3.6772 1.4210 -1.8556 -1.940 -0.942 0.347
C 2.2875 1.5552 -2.6796 -1.580 3.770 -1.195
O 1.7674 2.6493 -2.9721 2.223 -4.924 1.208
F 1.5555 0.3675 -3.0698 1.926 1.946 0.998
P 4.2082 0.8597 0.8657 1.484 0.468 0.587
N 4.8010 -0.6179 1.6467 -1.592 0.923 0.993
O 2.9980 1.6062 1.8393 -0.139 -1.357 -1.694
H 1.9457 -4.2460 1.1136 0.465 0.462 -0.639
H 3.5525 -3.8866 0.9455 -0.762 -0.302 -0.498
H 2.6052 -1.8418 0.8330 -0.128 -0.730 -1.739
H 0.3397 -1.8202 0.4611 0.305 -0.995 -1.240
H 0.8229 -1.4718 -1.2752 0.048 -1.236 1.447
H 0.7660 -4.4666 -1.2718 -0.917 1.212 0.803
H -0.3572 -3.2565 -2.0799 0.773 -0.543 1.477
H -1.9584 -2.2217 -1.0930 -0.342 -1.236 0.962
H -1.8608 -2.3358 0.7477 -0.717 -0.743 -1.550
H -6.6392 -1.0772 -1.5060 0.428 1.024 1.497
H 3.9703 -3.0207 -1.5692 -0.907 1.587 0.425
H 2.6525 -1.9788 -2.3001 0.761 0.035 1.723
H 2.2975 0.0909 -0.7096 1.493 -0.208 -0.059
H 3.7612 2.4161 -1.2727 -0.003 -1.567 -1.241
H 4.5628 1.2253 -2.5461 -1.269 0.262 0.996
H 4.0589 -1.0077 2.2659 0.709 0.015 -0.599
H 5.5949 -0.3999 2.2789 -0.731 0.094 -0.768
H 2.1123 1.5818 1.4041 0.561 -0.125 0.434
C -1.6596 5.5163 2.2106 -0.057 0.018 -0.201
C -0.6163 4.5253 2.6876 -0.139 0.362 0.008
O -0.5525 3.3855 1.8173 0.162 -0.613 0.087
C 0.1774 3.3307 0.6904 -0.132 0.084 -0.435
C 0.7483 4.6015 0.1275 0.644 0.191 0.212
O 0.3047 2.2792 0.0987 0.023 0.172 0.734
H -1.4167 5.9110 1.2220 0.055 0.049 0.097
H -1.7411 6.3536 2.9071 0.012 -0.069 -0.027
H -2.6348 5.0307 2.1268 0.089 0.014 0.110
H 0.3700 4.9796 2.8123 -0.051 -0.052 -0.139
H -0.9062 4.1447 3.6697 0.070 -0.223 -0.223
H 0.0610 5.0036 -0.6178 0.043 -0.052 0.018
H 1.7026 4.3685 -0.3499 -0.277 -0.072 -0.160
H 0.9603 5.3598 0.8784 -0.213 0.049 -0.026
```
Positions in Å, forces in eV/Å.

Properties
E_HOMO = -0.31233 Eh
Multiplicity = 1
SMILES = N[C@H](CCOCC(F)(F)C(F)(F)C(F)(F)C(F)F)CO[C@H](CC(=O)F)P(N)O.CCOC(C)=O
Orbital gap = 9.0 eV
Energy relative to the best compared isomer or geometry (same formula, charge and spin) = 0.0 kcal/mol

Atom charges from the Mulliken analysis, given in e for atoms 1 to 8: -0.790, 0.961, -0.198, -0.747, -0.386, -0.725, 0.829, -0.298


no.,E (a.u.)
1,-4008.24670
2,-3139.64248
3,-2426.21760